[1]
C5H25NO10 | the ωB97M-V functional and the def2-TZVPD basis

Results
- SMILES string = CC(=O)N(C)CC=O.O.O.O.O.O.O.O.O
- HOMO level (eV) = -8.9
- strongest force on any atom (eV/A) = 8.3
- LUMO (eV) = 0.00

Last column: Mulliken charge in e.
Cartesian coordinates (Å):
C1 -0.9021 -1.1615 1.5580  -0.30
C2 0.3895 -1.9024 1.6279  0.60
N1 1.1806 -2.1116 0.4661  0.12
C3 2.5512 -2.4714 0.7559  -1.17
C4 1.0509 -1.2315 -0.7212  0.00
C5 1.4945 -1.8442 -1.9339  0.14
O1 1.6151 -1.0845 -2.8592  -0.58
O2 0.8946 -2.4118 2.5601  -0.60
H1 -1.5189 -1.3107 0.6186  0.22
H2 -1.5419 -1.3829 2.4466  0.34
H3 -0.7012 -0.1058 1.6402  -0.28
H4 3.3089 -2.7485 0.0271  0.40
H5 2.6950 -3.1503 1.6337  0.34
H6 3.1814 -1.5885 0.8476  0.40
H7 -0.0805 -1.1777 -0.9805  -0.25
H8 1.4712 -0.2175 -0.5812  0.39
H9 1.4899 -2.9434 -2.1224  0.39
H10 -2.1251 -3.1600 -1.3506  0.25
H11 -1.8296 -1.9309 -2.2878  0.41
O3 -1.4230 -2.5979 -1.6954  -0.60
H12 -1.4081 2.9178 -0.4746  0.34
H13 -1.9486 1.6156 0.2924  0.29
O4 -1.8385 1.9695 -0.6019  -0.72
H14 -1.9438 0.2682 -2.0396  0.27
H15 -1.5365 -0.0414 -3.3321  0.43
O5 -2.2833 -0.3270 -2.6968  -0.76
H16 0.6577 0.6358 -2.5535  0.48
H17 -0.2065 1.2642 -1.6482  0.07
O6 0.2990 1.4292 -2.4209  -0.64
H18 0.7524 3.6442 -1.4923  0.37
H19 1.3605 4.2793 -0.3212  0.33
O7 0.5580 4.3586 -0.8829  -0.65
H20 -3.2630 1.6613 2.2976  0.28
H21 -2.9136 0.8107 3.3838  0.26
O8 -2.5326 1.2679 2.7062  -0.51
H22 1.1312 2.3140 -0.3531  0.09
H23 1.3263 1.9642 1.0933  0.28
O9 1.2659 1.5903 0.2717  -0.42
H24 0.5171 0.8869 2.9320  0.25
H25 0.2555 2.2853 3.3909  0.22
O10 0.5502 1.7383 2.7996  -0.51



[2]
C5H26B2NO3 | the ωB97M-V functional and the def2-TZVPD basis

Results
- HOMO level (eV) = -4.9
- total charge = -1
- strongest force on any atom (eV/A) = 2.0
- LUMO (eV) = 2.12

Last column: Mulliken charge in e.
Cartesian coordinates (Å):
O1 -8.3367 -8.9858 -15.7476  -0.29
H1 -8.4428 -8.1969 -15.1804  0.56
H2 -9.0606 -9.0069 -16.5013  0.23
H3 -8.3080 -9.7899 -15.1087  0.36
B1 -10.2260 -8.9722 -17.8195  -0.01
H4 -10.3168 -7.8331 -17.4323  -0.24
H5 -9.1620 -9.1258 -18.3525  -0.13
H6 -10.3598 -9.7629 -16.9236  -0.21
H7 -11.0467 -9.2665 -18.6376  -0.18
B2 -7.1312 -12.3863 -16.5358  0.04
H8 -7.4892 -13.4625 -16.9354  -0.19
H9 -8.0670 -11.9586 -15.9079  -0.38
H10 -6.0823 -12.4037 -15.9377  -0.21
H11 -7.0015 -11.6259 -17.4577  -0.17
C1 -7.6872 -6.6273 -13.5386  -0.67
O2 -8.9813 -7.0019 -14.0244  -0.60
H12 -7.0977 -6.1930 -14.3435  0.25
H13 -7.7568 -5.9497 -12.6890  0.39
H14 -7.1684 -7.5269 -13.1931  0.21
H15 -9.6624 -6.6475 -13.4517  0.30
C2 -10.3897 -10.6052 -13.7480  -1.50
C3 -9.1299 -10.6792 -12.8959  0.59
C4 -9.1685 -11.9526 -12.0120  -0.85
O3 -10.3969 -12.2292 -11.3762  -0.34
C5 -10.7934 -11.3076 -10.3902  -0.68
N1 -7.9365 -10.7014 -13.7358  -0.46
H16 -11.3185 -10.7687 -13.2052  0.44
H17 -10.3590 -11.3615 -14.5362  0.33
H18 -10.4183 -9.6270 -14.2316  0.38
H19 -9.1285 -9.8823 -12.1441  0.21
H20 -8.3874 -11.9135 -11.2292  0.35
H21 -8.9073 -12.8327 -12.6044  0.39
H22 -11.8497 -11.4761 -10.1887  0.24
H23 -10.7015 -10.2820 -10.7666  0.27
H24 -10.2027 -11.4351 -9.4757  0.30
H25 -7.8307 -11.5741 -14.2691  0.03
H26 -7.1225 -10.5461 -13.1529  0.26



[3]
C5H26N2O5 | the ωB97M-V functional and the def2-TZVPD basis

Results
- HOMO level (eV) = -16.9
- total charge = +2
- strongest force on any atom (eV/A) = 1.8
- LUMO (eV) = -5.29

Last column: Mulliken charge in e.
Cartesian coordinates (Å):
C1 1.8965 -0.1618 -0.2442  -0.98
C2 0.5846 -0.1541 0.5319  -0.46
C3 0.1676 1.2188 1.1123  -0.92
C4 -0.3246 2.2714 0.1024  -0.36
C5 -1.4762 1.8814 -0.7848  -0.82
N1 -2.7174 1.4823 -0.0629  -0.06
N2 2.2679 -1.5443 -0.6289  -0.07
H1 1.7682 0.4642 -1.0925  0.45
H2 2.6576 0.3814 0.3152  0.30
H3 -0.2144 -0.5881 -0.0778  0.41
H4 0.6740 -0.8338 1.3827  0.45
H5 -0.6153 0.9567 1.8217  0.35
H6 1.0521 1.5795 1.6165  0.46
H7 0.5025 2.5209 -0.5154  0.04
H8 -0.4615 3.1394 0.7185  0.36
H9 -1.6447 2.5684 -1.6120  0.51
H10 -1.1694 0.9941 -1.3244  0.32
H11 -2.4857 0.8228 0.6855  0.20
H12 -3.3979 1.0827 -0.7171  0.35
H13 -3.0292 2.3005 0.4681  0.39
H14 2.9926 -1.5297 -1.3448  0.37
H15 1.4426 -1.9942 -1.0067  0.35
H16 2.6909 -2.0641 0.1773  0.35
H17 -1.0635 -3.6070 0.9233  0.32
H18 -1.3621 -4.3970 -0.3218  0.29
O1 -1.1624 -3.5010 -0.0280  -0.60
H19 -3.2965 -1.2749 -1.9288  0.30
H20 -2.8611 -0.5000 -3.2245  0.29
O2 -3.0136 -0.4286 -2.2826  -0.60
H21 -3.9971 -0.3095 2.2721  0.30
H22 -3.5900 -1.7123 1.6401  0.29
O3 -3.5883 -0.7599 1.5280  -0.61
H23 4.0800 -3.4359 1.6130  0.31
H24 4.8677 -2.1927 1.3213  0.29
O4 4.0115 -2.5994 1.1352  -0.63
H25 2.5735 3.4870 -1.0261  0.31
H26 3.9684 3.5235 -0.4369  0.31
O5 3.2728 2.9136 -0.7047  -0.58



[4]
C5H26N2O6 | the ωB97M-V functional and the def2-TZVPD basis

Results
- SMILES string = CCCNCCN.O.O.O.O.O.O
- HOMO level (eV) = -8.7
- strongest force on any atom (eV/A) = 3.7
- LUMO (eV) = 0.35

Last column: Mulliken charge in e.
Cartesian coordinates (Å):
N1 -1.3638 -0.8534 1.8082  -0.45
C1 -0.5122 -0.4727 2.9392  -0.92
C2 0.7825 0.3376 2.5575  -0.51
N2 1.2506 -0.1044 1.2562  0.14
C3 2.5893 0.5104 0.9450  -0.75
C4 2.6241 1.1530 -0.4090  -0.39
C5 1.7349 2.4617 -0.4389  -1.06
H1 -1.7390 -0.1937 1.1526  0.27
H2 -0.9388 -1.6144 1.3082  0.23
H3 -0.3377 -1.4638 3.3824  0.35
H4 -1.0431 -0.1009 3.8402  0.37
H5 1.5997 0.0251 3.2365  0.49
H6 0.4955 1.3934 2.6651  0.30
H7 0.6001 0.2917 0.5666  -0.15
H8 2.9189 1.1243 1.8033  0.37
H9 3.2778 -0.3755 0.9608  0.28
H10 3.6980 1.3260 -0.5638  0.42
H11 2.3485 0.4257 -1.1639  0.15
H12 0.7280 2.2563 -0.1301  0.33
H13 2.3194 3.1510 0.1463  0.35
H14 1.7957 2.7604 -1.5149  0.31
H15 1.0072 -1.4951 -3.0168  0.26
H16 0.4185 -0.1003 -3.0013  0.32
O1 0.6720 -0.8322 -2.4015  -0.55
H17 1.0834 -2.8707 0.8661  0.29
H18 1.2117 -2.5280 -0.6891  0.30
O2 0.8034 -3.0936 -0.0246  -0.62
H19 -3.6054 0.0491 0.8093  0.36
H20 -3.3473 1.3503 1.6556  0.28
O3 -3.4925 1.0065 0.7604  -0.70
H21 -1.6546 -2.7087 -0.9160  0.23
H22 -0.8872 -1.2717 -0.9641  0.35
O4 -1.6591 -1.7765 -0.6990  -0.62
H23 -3.3441 0.7965 -1.2776  0.33
H24 -3.1630 -0.4095 -2.1124  0.28
O5 -2.9981 0.5444 -2.1482  -0.64
H25 -1.6717 0.9813 -3.2928  0.42
H26 -1.1963 -0.3100 -3.9770  0.30
O6 -1.0053 0.6303 -3.9186  -0.75



[5]
C5H26NO10 | the ωB97M-V functional and the def2-TZVPD basis

Results
- HOMO level (eV) = -6.3
- total charge = -1
- strongest force on any atom (eV/A) = 3.8
- LUMO (eV) = 2.89

Last column: Mulliken charge in e.
Cartesian coordinates (Å):
O1 0.8045 0.9714 0.6906  -0.67
C1 -0.3414 0.8010 1.1911  0.37
O2 -0.8225 -0.2489 1.6526  -0.59
C2 -1.0889 2.1434 1.3840  -0.63
C3 -2.0580 2.2555 0.2596  -0.55
C4 -1.3127 2.6037 -1.0710  0.15
C5 -1.3021 0.9648 -2.9111  -0.60
N1 -1.9763 2.2091 -2.3161  -0.49
H1 -0.5290 3.1040 1.4058  0.29
H2 -1.6214 2.1007 2.3572  0.34
H3 -2.8166 3.0928 0.3396  0.26
H4 -2.6416 1.3440 0.1236  0.42
H5 -0.3114 2.0129 -1.0488  -0.45
H6 -0.8551 3.5584 -1.2202  0.34
H7 -1.7061 -0.1189 -2.7163  0.07
H8 -1.4947 0.8779 -3.9910  0.34
H9 -0.2282 1.0491 -2.6452  0.27
H10 -2.9875 1.9457 -2.1338  0.33
H11 -1.7314 -1.4931 -0.3475  0.37
H12 -2.4140 -0.9287 0.8557  0.35
O3 -2.6022 -1.1883 -0.0537  -0.67
H13 3.6557 -0.7304 -1.5202  0.37
H14 3.3463 -2.0442 -2.2574  0.30
O4 3.9920 -1.3662 -2.1311  -0.65
H15 -1.8719 -1.4716 3.8426  0.31
H16 -0.5390 -1.9089 3.2935  0.33
O5 -1.0467 -1.9080 4.1338  -0.65
H17 3.9409 1.2429 0.2506  0.27
H18 2.5247 0.7338 -0.4709  0.52
O6 3.4839 1.0299 -0.5267  -0.70
H19 1.4661 -1.0908 -0.4558  0.30
H20 0.5212 -0.0839 -0.9978  0.07
O7 0.8916 -1.0032 -1.2752  -0.58
H21 0.0652 -2.8447 -1.0407  0.23
H22 -0.8129 -2.9200 -2.3022  0.33
O8 -0.5898 -3.4022 -1.4830  -0.65
H23 1.5182 0.0776 4.0174  0.32
H24 1.8942 0.4985 2.5704  0.34
O9 2.2315 0.3295 3.4558  -0.70
H25 1.8777 -2.7194 1.5047  0.32
H26 1.5295 -3.8249 0.3495  0.33
O10 1.9581 -3.6505 1.2377  -0.65



[6]
C5H26O10 | the ωB97M-V functional and the def2-TZVPD basis

Results
- SMILES string = C=CCCC=O.O.O.O.O.O.O.O.O.O
- HOMO level (eV) = -9.6
- strongest force on any atom (eV/A) = 2.7
- LUMO (eV) = 0.06

Last column: Mulliken charge in e.
Cartesian coordinates (Å):
O1 -1.8754 -3.4733 3.0383  -0.51
C1 -1.6064 -2.9570 1.9858  -0.15
C2 -0.7604 -1.6759 1.9363  -0.30
C3 -1.2901 -0.5326 0.9871  -0.30
C4 -0.4217 0.6574 1.1741  0.42
C5 -0.3712 1.5160 2.1793  -0.94
H1 -2.0009 -3.2886 1.0239  0.39
H2 -0.6431 -1.2493 2.9467  0.12
H3 0.2379 -1.9618 1.6008  0.43
H4 -1.1997 -0.9721 -0.0116  -0.17
H5 -2.3308 -0.2471 1.1948  0.46
H6 0.0726 0.8846 0.1994  -0.20
H7 0.1054 2.4715 2.2728  0.44
H8 -0.9041 1.2758 3.1065  0.29
H9 1.6923 2.4770 -1.8452  0.31
H10 0.8328 2.7024 -3.0195  0.26
O2 1.1252 1.9805 -2.4569  -0.60
H11 0.9382 2.8232 0.4019  0.27
H12 2.4067 2.8560 0.4665  0.38
O3 1.6741 3.4002 0.1572  -0.68
H13 0.6247 -1.8243 -1.8469  0.40
H14 -0.6647 -0.9824 -2.1234  0.30
O4 0.0243 -1.4933 -2.5500  -0.64
H15 1.1633 0.5548 -3.5898  0.37
H16 0.9593 -0.6630 -4.5713  0.34
O5 1.5820 0.0186 -4.2928  -0.72
H17 4.3108 -0.6378 -2.5907  0.28
H18 2.7777 -0.2487 -2.9177  0.45
O6 3.4453 -0.4547 -2.2259  -0.68
H19 1.7554 -1.2899 4.1790  0.31
H20 0.6117 -2.2509 4.4174  0.33
O7 0.8198 -1.3089 4.4082  -0.65
H21 -4.3161 -0.1229 -1.5943  0.29
H22 -3.2725 0.6913 -0.9318  0.31
O8 -3.3783 -0.1863 -1.3172  -0.59
H23 -3.0564 3.2934 0.1400  0.31
H24 -2.2467 2.7685 1.3441  0.36
O9 -3.1424 2.8778 1.0009  -0.65
H25 1.9791 -1.0522 -0.6163  0.31
H26 2.5059 -2.3615 -1.1351  0.35
O10 1.8366 -2.0147 -0.5245  -0.69